{
  "formula": "C82H156N6O27",
  "method": "ωB97M-V/def2-TZVPD",
  "elements": ["H", "C", "H", "H", "N", "C", "H", "O", "C", "C", "H", "H", "H", "O", "H", "H", "C", "C", "H", "H", "H", "C", "H", "H", "C", "H", "H", "H", "H", "H", "H", "H", "H", "H", "C", "H", "C", "N", "H", "O", "O", "C", "H", "H", "H", "H", "C", "H", "C", "H", "H", "H", "C", "C", "H", "H", "O", "C", "H", "H", "H", "H", "H", "C", "H", "C", "H", "H", "H", "O", "H", "H", "H", "C", "H", "H", "C", "H", "H", "O", "C", "C", "H", "H", "H", "O", "H", "C", "C", "C", "H", "O", "O", "C", "C", "H", "H", "H", "O", "C", "H", "C", "H", "C", "C", "C", "H", "H", "H", "H", "H", "O", "H", "H", "C", "H", "H", "H", "C", "H", "N", "C", "H", "C", "C", "H", "H", "H", "H", "H", "H", "C", "C", "C", "H", "H", "H", "O", "H", "C", "C", "O", "C", "C", "H", "C", "H", "H", "C", "H", "C", "C", "O", "C", "H", "C", "H", "N", "N", "C", "H", "H", "C", "C", "H", "H", "H", "H", "C", "C", "O", "O", "C", "H", "H", "H", "C", "H", "H", "H", "H", "C", "C", "C", "C", "H", "H", "O", "O", "H", "H", "H", "O", "C", "C", "H", "C", "H", "H", "H", "O", "C", "H", "H", "C", "H", "H", "O", "C", "H", "H", "H", "C", "H", "C", "H", "O", "H", "H", "O", "C", "C", "H", "C", "O", "H", "H", "H", "C", "H", "C", "H", "H", "H", "N", "H", "C", "H", "C", "H", "C", "H", "H", "O", "H", "O", "H", "H", "H", "H", "H", "H", "C", "H", "H", "H", "H", "H", "H", "C", "H", "C", "H", "H", "H", "H", "H", "H", "C", "H", "C"],
  "positions_angstrom": [[-2.40159, 0.09914, 3.96013], [1.11339, -3.29840, 4.56927], [3.80216, -4.98821, -3.63522], [1.83275, -2.72115, 5.15012], [2.16600, 1.97774, 6.12974], [0.79814, 3.85835, 5.35476], [-0.36156, -7.59129, 3.49486], [6.95345, 1.11843, -2.27582], [-6.50135, -0.75196, 2.95636], [-0.83355, -6.72023, -5.67297], [4.09408, 3.00470, 4.20662], [-3.72167, -6.10712, -7.44830], [2.07265, 6.09083, 1.03747], [-1.78477, -4.45314, -3.82902], [0.17697, -0.52821, 7.18296], [-1.01273, 2.66529, 5.43035], [-4.32889, -5.22263, -2.64039], [-1.70442, -4.55120, -6.71573], [-3.98383, 6.50579, 0.95371], [-0.23433, -0.45757, -4.10996], [-4.95219, -5.87207, -2.02572], [-3.17844, 5.82736, 1.23507], [-5.30293, -5.89477, -4.98911], [6.01232, -4.08357, -3.91633], [0.37065, -4.27418, 5.52040], [0.28993, 8.98346, 2.45824], [2.66860, 2.38979, -5.67166], [-0.49129, -6.93584, -6.68513], [2.49366, 1.98427, 8.74650], [1.15972, -4.82432, 6.03304], [0.07950, 2.22348, -0.72275], [0.37695, 4.31114, 4.45716], [5.31899, -3.37190, -5.12186], [-1.61327, -1.44213, -4.26183], [0.39622, 0.21312, 6.41455], [-1.53888, -5.58103, 6.69369], [4.33621, 4.15532, -0.54040], [-2.65929, -5.32177, -4.50256], [4.28362, 2.73104, -3.12570], [-6.71487, 0.08661, -5.57013], [3.97885, 0.84147, -5.33629], [-5.27919, 2.12638, 3.82942], [-2.11976, 1.63149, 2.46137], [-4.99112, -7.75306, -6.38302], [2.65407, -4.53413, 3.79412], [0.62203, 7.52730, -0.88547], [9.15511, 1.77324, -1.62617], [1.84283, 8.29080, -0.06621], [-0.41238, 3.30331, 6.07890], [-2.35613, -1.67013, -0.55949], [-5.31197, -7.40955, -3.99057], [-2.40517, 2.10158, -0.99043], [1.44860, 1.87495, 3.86687], [6.87241, 1.57462, 2.24341], [-2.72420, -7.37944, -7.23448], [-5.92333, 1.48108, 4.42672], [-4.47487, 6.32150, -3.47721], [-4.18590, -1.63316, 3.70519], [1.54742, -1.95157, -2.18173], [-3.71966, 2.21249, -3.35239], [-2.41087, 0.38489, -0.28478], [-5.96295, 2.58583, 3.11563], [-5.66046, 2.60613, -4.38857], [-3.57220, -6.10032, -3.64201], [0.03288, -0.07328, 1.79577], [-4.91122, -1.98695, 1.39730], [8.65532, 0.34433, -3.25490], [-0.53653, 0.41231, 5.88691], [1.75054, 0.47980, -4.10142], [7.85133, 2.31770, 2.09263], [-3.30071, 2.88841, 1.98686], [-2.56636, 2.85015, 3.58289], [1.96461, 1.22768, 0.57360], [-1.13353, -6.14787, 5.85553], [1.13604, 4.62947, 6.04707], [-5.66766, 2.58408, -6.82946], [1.91152, 1.11850, 8.43081], [6.75008, 4.58895, 1.33534], [-3.73962, -8.37964, -5.56470], [5.30866, 4.37800, -1.43479], [-0.06995, -4.30336, 1.60651], [1.88120, 0.51352, -0.24562], [-2.60264, 2.89716, -4.50007], [-1.12153, 6.66332, -1.56280], [8.90091, -0.53838, -0.59185], [-5.92842, -2.01693, -5.42078], [-4.75577, -2.48059, 4.08627], [5.31432, 1.14848, -5.31377], [-4.67010, 2.56855, -6.39044], [8.29065, 0.60670, -2.26178], [-1.59775, -2.90805, -1.62795], [3.23504, 1.10377, 6.00799], [3.17889, 3.77193, -0.81309], [1.77997, -5.93028, 1.98432], [0.47583, 4.73196, 0.48673], [-5.49569, -1.58557, 0.56942], [9.10247, 2.69525, -2.20516], [-3.28609, -1.17914, 5.69357], [-1.80175, 8.21583, 1.52748], [0.10369, -0.75513, 0.94831], [-0.12855, -2.17761, -3.63731], [0.85381, 8.05572, 2.55544], [0.75902, 7.54078, 3.51144], [3.30529, 3.61271, 4.64960], [1.05968, 5.85609, 1.36445], [-1.01255, -0.87851, -2.14296], [-2.21943, -3.61422, -3.99896], [0.47082, 3.29003, 7.95988], [2.20457, -3.28603, 2.73443], [-2.50301, -3.82105, -6.84703], [-2.97996, -1.98349, -2.12916], [-0.76952, -6.84302, 3.05299], [2.94666, 0.94899, -2.95362], [-0.35069, -6.84334, 6.15816], [-4.29079, 5.17785, -3.84086], [4.05560, 0.73071, 2.15335], [-6.94041, 0.22124, 2.73676], [-9.23988, -2.92292, -5.77154], [-2.04400, -1.91502, -1.57473], [6.21721, -2.25655, -4.22555], [-4.39182, 0.32716, 2.17186], [0.38409, 7.26256, 1.32684], [0.47378, -2.50205, 4.18867], [3.35643, -4.04432, -3.32140], [0.77735, 8.08571, 0.03765], [7.72133, 5.85027, -2.21333], [-3.96359, -2.34598, 0.99582], [3.94825, 1.56021, 6.46031], [-0.66425, 1.75692, 0.71158], [-7.14254, -2.49032, -7.03814], [-0.82044, 2.00579, 7.81242], [-5.02923, -0.93821, 2.56729], [-3.32843, 0.52535, 4.34406], [8.13581, -0.61232, -1.36468], [8.80513, 2.02474, -0.62500], [3.72866, -2.01028, -3.59360], [-8.67619, -0.41369, -5.80052], [4.75497, 4.35221, 0.69600], [3.81201, 4.00776, 5.53011], [-0.74939, -1.28193, -3.61675], [-7.72748, -0.69841, -6.25548], [-3.40696, 4.28738, -3.37636], [-5.70163, -0.67664, -5.15554], [-3.18394, -6.59395, -6.63470], [2.05077, 1.13516, -1.12478], [-1.85801, -4.26605, 4.29747], [8.15267, -1.56259, -1.89834], [-1.69524, -3.70896, 3.37484], [-4.16499, -7.39680, -5.76763], [-0.04168, -6.16964, -5.16514], [3.20701, 1.96202, -4.82595], [-4.81257, 3.08677, -4.87660], [4.98842, 0.56866, -1.21231], [-1.79016, 6.05170, 0.56293], [-7.09900, -1.51792, 2.46217], [5.55328, -3.11032, -4.08998], [-1.88311, -6.86125, 5.51303], [0.04186, -5.84682, 3.65499], [0.27599, -0.73001, -1.54389], [5.73995, -1.62395, 2.94997], [0.12836, 8.94288, -0.14177], [6.24535, 6.67061, -1.69280], [-4.07778, 1.31899, 3.23655], [0.43727, 0.07848, -0.31559], [-0.87049, -1.24120, 0.89531], [-1.38188, 4.09078, -0.06278], [-2.01223, -6.81657, -2.35645], [3.35249, 4.44309, 3.94509], [1.10892, 1.40685, 7.12176], [4.30154, 2.80936, -4.21274], [6.20712, 0.33662, -5.71792], [-5.04410, 0.92996, 1.14778], [-8.25448, -3.01329, -5.31446], [-0.95073, -4.74356, 1.13901], [1.29633, -6.73751, 1.43427], [1.68996, 2.08599, -3.25079], [6.51366, 4.74411, -0.76142], [5.95411, -1.42543, 4.00011], [0.87626, -1.48166, 1.20009], [-7.86338, -0.33205, -7.27303], [4.80172, -2.16685, 2.83559], [-1.71152, 0.48092, -2.25486], [7.08298, 6.06031, -1.35514], [-2.14140, -5.82110, -5.83471], [-0.61744, -5.15160, 4.75224], [-3.04415, 5.84439, 2.31664], [5.82780, 6.03142, 0.92010], [4.14996, -3.64157, 0.04444], [-4.99795, 4.47583, -4.87892], [1.13542, 1.11669, 9.19617], [1.06186, -0.28520, 5.70978], [1.87414, 8.43049, 2.47431], [3.09217, -4.15472, -1.91831], [0.77954, -5.02255, 2.65660], [-4.70676, -6.69090, -4.54318], [-1.79798, 8.58074, 0.63954], [2.31386, 1.34366, -3.74854], [2.04322, 0.98611, 3.65590], [-1.20246, 4.29934, 1.70766], [2.53266, -3.80450, -3.99369], [6.86562, -0.47024, -0.85598], [-2.86608, -7.19654, -2.91738], [2.64870, -0.25508, -0.33680], [-0.88298, -3.99998, -6.25802], [6.01015, 4.99277, 0.64430], [2.43767, -5.42332, 1.27826], [-4.27025, 1.56589, -6.54178], [-4.73048, -0.11568, -4.59981], [5.73756, -0.35663, 2.08887], [-4.74478, 0.43610, 0.38090], [4.53441, 0.41673, 3.79473], [0.43252, 1.60708, 4.15657], [1.77018, -4.03877, 3.39228], [-3.58637, -4.71143, -2.02766], [-2.97342, 2.22548, 2.78779], [-3.22002, -1.86979, 3.25888], [5.52322, 2.30983, -4.75297], [-4.88319, -0.61747, 5.43340], [-5.38629, -2.93162, 1.66188], [6.97213, 0.29914, 2.14307], [6.20559, 0.47515, -1.37443], [4.91701, 0.72326, 2.82120], [-3.21073, 1.25119, 5.14867], [0.02504, 2.50926, 7.34362], [4.83234, -2.75531, -1.98601], [-0.30298, -3.32134, 2.01812], [-3.66670, 4.87351, 1.03542], [0.56048, -3.98592, 0.77591], [-3.56411, 3.06426, -4.01451], [7.68295, 6.55929, -0.59413], [-3.92644, -0.74346, 4.92661], [-1.41267, -4.83321, -7.72738], [-0.11323, -3.66196, 6.28142], [10.17837, 1.39822, -1.60619], [-1.09368, 7.07792, 1.32713], [4.21681, 3.84744, -4.53416], [-1.99300, 6.46599, -0.93853], [-2.65275, 7.31345, -1.12459], [-0.43752, 1.37097, -0.28227], [-6.58814, -0.98514, 4.01758], [-1.87679, 1.16139, -0.83242], [-1.17916, 1.14195, -2.93877], [-8.01592, -4.07180, -5.41818], [5.58064, 1.88819, 2.55708], [-1.00483, -7.65673, -5.14217], [0.92038, -2.00017, -1.45643], [2.48626, -6.36707, 2.69036], [5.39250, -0.41361, 1.05650], [6.51936, -2.28760, 2.57555], [-2.44719, 5.66451, -1.52113], [-1.98627, -3.46953, 5.03041], [-4.08556, 3.27000, -6.98572], [-0.98440, 4.72615, 0.72869], [-2.59275, -7.94635, -3.65980], [-2.66905, 0.40467, -2.77005], [-8.42292, -2.76715, -4.26607], [1.30681, 2.40691, 2.92612], [0.72070, 4.90445, -0.56132], [-4.94078, -4.49801, -3.17761], [1.95236, 2.80843, 4.97938], [0.99758, 3.83161, 0.81112], [4.02579, -3.45509, -1.17592], [1.01627, 5.43314, 2.36811], [7.18467, 3.88631, -0.71649], [-3.53583, -7.59538, -2.15550], [-2.77488, -4.84141, 4.16940], [-1.20539, 4.00847, 6.32787], [-4.81368, 2.92629, 4.40522], [4.29446, -2.88006, -3.25975], [2.44615, 0.16884, 8.45083], [-7.18240, -2.09867, -6.02171]],
  "mulliken_charge": [-0.19, 0.31, 0.37, 0.78, 0.27, -0.75, 0.38, -0.32, -1.88, -1.52, 0.20, 0.49, 0.38, 0.39, 0.70, -1.08, -1.68, -1.74, 0.42, 0.12, 0.48, -2.04, -0.01, 0.41, -1.79, 0.50, 0.40, 0.53, 0.45, 0.35, 0.58, -0.30, 0.47, 0.29, -1.49, 0.35, 0.52, -0.13, -0.27, -0.33, -0.38, -2.01, -0.68, 0.43, 0.67, 0.36, -1.42, 0.46, 0.67, -1.02, 0.43, 0.80, -0.59, 0.40, 0.32, 0.40, -0.55, -1.06, -0.17, -0.35, -1.06, 0.35, 0.30, 1.45, -0.47, -2.43, 0.35, -0.01, 0.08, -0.72, 0.20, 0.55, -0.61, -2.10, 0.57, 0.29, -1.93, 0.39, 0.40, -0.25, -0.49, -1.04, 0.15, 0.29, 0.30, -0.18, 0.64, 0.68, -1.45, 0.27, 0.41, -0.39, -0.47, -1.95, 0.13, 0.70, 0.33, 0.34, -0.50, -0.53, 0.59, -1.87, 0.26, -1.74, -0.58, 3.01, 0.11, 0.40, 0.02, 0.31, 0.23, -0.49, -0.55, 0.50, 0.51, -0.53, 0.30, 0.43, -0.60, 0.25, 1.12, 1.67, -0.49, -0.60, -1.65, 0.39, -0.07, 0.34, -0.52, 0.18, 0.56, 2.66, -0.74, -0.47, 0.29, -0.19, 0.27, -0.06, 0.50, -2.59, -0.52, -0.22, 0.34, -1.10, -0.56, -1.18, 0.27, -0.02, -0.93, 0.16, 0.48, 0.90, -0.08, 2.29, 0.44, -1.75, 0.41, 0.41, 1.38, -1.78, 0.33, 0.36, 1.79, 3.00, -0.13, -0.30, 0.24, 0.22, 1.93, 0.13, -0.66, -0.61, -1.45, 0.30, 0.42, 0.31, 1.36, 0.44, 0.16, 0.30, 0.23, -2.02, -1.55, 1.50, 1.79, 0.44, 0.16, -0.64, -0.47, 0.50, -0.01, 0.35, -0.30, 2.10, -0.77, 0.39, -0.25, 0.12, -0.42, 0.31, -0.27, -1.75, 0.27, 0.27, -0.86, 0.19, 0.22, -0.34, 2.36, 0.36, 0.09, -0.21, -1.56, 0.28, -0.81, -0.57, -0.27, 0.46, 0.55, -0.40, 0.12, 0.32, 0.65, -1.83, -0.10, -0.45, 0.31, -0.06, 0.21, 0.40, -1.31, 0.44, 0.49, 0.47, 0.16, 0.29, -1.79, 0.64, -0.51, 0.32, 0.33, 0.07, 0.32, -0.14, 0.29, 0.31, 0.50, -0.71, 0.46, 0.24, 0.20, 0.46, 0.47, 0.32, 0.36, 0.37, 0.20, 0.33, 0.22, 1.72, -0.58, 0.44, -0.72, -0.38, 0.48, 0.49, 0.76, 0.49, 1.30, 0.34, 0.57],
  "largest_force_ev_per_a": 5.07,
  "relative_energy_kcal_mol": 171.1,
  "energy_ev": -151776.0230,
  "gap_ev": 7.7
}

{
  "formula": "C2H4N2O2",
  "method": "ωB97M-V/def2-TZVPD",
  "elements": ["N", "C", "H", "C", "H", "O", "N", "O", "H", "H"],
  "positions_angstrom": [[-1.32575, 0.78283, 1.03750], [1.32084, -0.66076, -0.99812], [-1.98619, 0.57887, 1.77463], [-0.44878, -0.19134, 0.67882], [1.58529, -1.62078, -0.55184], [-0.31120, -1.23251, 1.28932], [0.33014, 0.10734, -0.47232], [1.85071, -0.16118, -1.97751], [0.48887, 0.84423, -1.20119], [-1.50393, 1.55330, 0.42072]],
  "mulliken_charge": [-0.36, 0.06, 0.24, 0.54, 0.37, -0.58, -0.17, -0.59, 0.26, 0.21],
  "largest_force_ev_per_a": 2.41,
  "relative_energy_kcal_mol": 19.4,
  "energy_ev": -9214.3821,
  "gap_ev": 11.1,
  "smiles": "NC(=O)NC=O"
}

{
  "formula": "C21H17N5S2TeV",
  "method": "ωB97M-V/def2-TZVPD",
  "elements": ["V", "H", "H", "H", "N", "C", "H", "H", "N", "H", "H", "S", "H", "C", "C", "C", "C", "Te", "C", "C", "C", "H", "C", "H", "N", "C", "H", "C", "C", "C", "C", "H", "N", "C", "H", "H", "C", "H", "C", "C", "C", "C", "H", "H", "S", "C", "N"],
  "positions_angstrom": [[-0.99285, -0.45496, -1.38165], [3.64450, 1.15334, -1.91104], [3.08394, 0.33911, -3.36847], [-5.96260, -2.16727, -0.14123], [0.92447, -0.32458, -2.00064], [3.13525, 0.11303, 3.28571], [-5.59211, -2.24760, 2.31848], [-4.17923, -1.42034, -1.65119], [-0.24599, -0.56921, 0.96993], [-2.20863, 2.01748, 0.00683], [4.00379, 0.29190, 3.90876], [-0.29598, -2.82282, -1.36968], [1.82087, -0.22494, 4.95526], [-0.91868, 3.71886, -0.17160], [-4.79807, -1.93039, 1.65115], [-2.55511, -1.16580, 1.26521], [0.72438, 1.92154, -1.51842], [-2.37585, 0.09850, -3.45357], [2.16588, -0.05041, 1.07014], [0.82115, -0.39474, 3.05155], [0.92975, -0.32481, 1.65435], [2.23989, -0.01929, -0.00745], [-3.56422, -1.57014, 2.14953], [4.21803, 0.38537, 1.44853], [-0.49547, 1.50960, -0.99545], [-4.99728, -1.88284, 0.26859], [1.85266, -4.43171, -1.80983], [-1.22613, -0.83643, 1.76472], [-1.26057, 2.40337, -0.35406], [2.84853, 1.13814, -2.66933], [1.49125, 0.90668, -2.07610], [0.61471, 5.20628, -0.61887], [1.77253, -1.37257, -2.31511], [1.26018, -2.53014, -2.07202], [3.02014, -3.40869, -2.45162], [2.05655, 3.61308, -1.80845], [0.31475, 4.16854, -0.72252], [-3.37839, -1.61106, 3.21980], [-3.98792, -1.46909, -0.58450], [1.11289, 3.29052, -1.38645], [1.91745, -0.17302, 3.87762], [3.25442, 0.16820, 1.89324], [2.87923, 2.09336, -3.19764], [-1.58944, 4.38916, 0.34846], [-0.81166, -0.79336, 3.48105], [-2.71012, -1.07966, -0.13286], [2.03914, -3.65022, -2.41917]],
  "mulliken_spin": [0.96, 0.00, 0.00, 0.00, 0.07, 0.00, 0.00, 0.00, 0.00, 0.00, 0.00, 0.00, 0.00, 0.06, 0.02, -0.04, 0.05, -0.18, 0.00, 0.00, 0.00, 0.00, -0.01, 0.00, 0.02, -0.01, 0.00, 0.02, -0.03, 0.00, 0.01, 0.00, -0.03, 0.04, 0.00, 0.00, 0.01, 0.00, 0.03, 0.01, 0.00, 0.00, 0.00, 0.01, 0.00, -0.02, 0.00],
  "largest_force_ev_per_a": 0.94,
  "relative_energy_kcal_mol": 3.4,
  "energy_ev": -84156.1271,
  "spin_multiplicity": 2,
  "charge": -2,
  "gap_ev": [3.4, 3.3],
  "s2": 0.8809
}